The following is a quantum chemistry calculation of C15H16CuIN4O3 as an isolated structure, from the Open Molecules 2025 dataset.

Output
HOMO level (spin up / spin down)	-11.3 / -11.3	eV
orbital gap (spin up / spin down)	0.28339 / 0.23809	Eh
total charge	+1
2S+1	2
<S²>	0.754
LUMO energy (spin up / spin down)	-3.605 / -4.800	eV

The geometry in XYZ format:
```
40
Properties=species:S:1:pos:R:3:forces:R:3
Cu -0.3127 -1.6368 0.4992 -0.2 0.2 0.1
C 4.0970 -0.3748 1.2153 0.0 -0.1 0.0
C 3.1827 0.5721 0.4996 0.0 0.1 0.0
N 3.6719 1.7271 0.1228 0.1 0.0 0.1
C 2.9057 2.5988 -0.5555 -0.1 0.0 0.0
C 1.6102 2.3392 -0.9116 0.0 0.1 0.0
C 0.8263 3.3846 -1.6673 0.0 0.0 0.0
O 0.3559 2.9313 -2.9319 0.0 0.0 0.0
C 1.0469 1.0918 -0.5302 0.0 -0.1 0.0
C -0.2929 0.8043 -0.9622 0.0 0.0 0.0
N -1.0197 -0.2174 -0.6419 0.1 -0.1 0.0
C -2.3405 -0.3134 -1.1755 0.0 0.0 0.0
C -3.0933 0.8170 -1.4859 0.0 0.0 0.0
C -4.3691 0.6976 -2.0093 0.0 0.0 0.0
C -4.9282 -0.5537 -2.2178 0.0 0.0 0.0
C -4.2098 -1.6899 -1.8844 0.0 -0.1 0.0
C -2.9356 -1.5597 -1.3613 0.1 0.1 -0.1
I -1.8873 -3.2949 -0.8410 -0.1 0.0 0.0
C 1.8359 0.1921 0.2084 0.0 0.0 -0.2
O 1.4365 -0.9929 0.6061 0.1 0.1 0.1
H 5.0402 0.1292 1.4052 0.0 0.0 0.0
H 4.2808 -1.2679 0.6145 0.0 0.0 0.0
H 3.6839 -0.7063 2.1690 0.0 0.1 0.0
H 3.3706 3.5417 -0.8186 0.0 0.0 0.0
H 1.4403 4.2811 -1.7716 0.0 0.0 0.0
H -0.0647 3.6765 -1.1085 0.0 0.0 0.0
H 1.1042 2.8393 -3.5310 0.0 0.0 0.0
H -0.7089 1.5185 -1.6650 0.0 0.0 0.0
H -2.6942 1.8039 -1.2945 0.0 0.0 0.0
H -4.9329 1.5905 -2.2412 0.0 0.0 0.0
H -5.9265 -0.6489 -2.6216 0.0 0.0 0.0
H -4.6435 -2.6703 -2.0270 0.0 0.0 0.0
N 1.5632 -2.1460 3.1671 0.0 -0.1 0.0
C 0.2876 -2.5261 3.2416 -0.1 -0.1 0.1
N -0.1886 -3.0301 4.3907 0.0 0.0 -0.1
O -0.4995 -2.4311 2.2605 0.0 -0.1 -0.1
H 2.1916 -2.2460 3.9440 0.0 0.0 0.0
H 1.8817 -1.7490 2.2892 0.0 0.0 0.0
H 0.3808 -3.1483 5.2087 0.0 0.0 0.0
H -1.1460 -3.3328 4.4130 0.0 0.0 0.0
```
Positions in Å, forces in eV/Å.

Mulliken atomic charge list, values in e, 6 entries:
1. Cu 0.103
2. C -1.317
3. C 0.812
4. N -0.608
5. C -0.908
6. C 0.825

The following is a quantum chemistry calculation of C15H16F5NO3 as an isolated structure in a non-equilibrium geometry, from the Open Molecules 2025 dataset.

Output
HOMO level	-8.4	eV
relative energy (zero: lowest compared OMol25 entry of this formula, charge and spin)	1321.48	kJ/mol
orbital gap	0.32357	Eh
LUMO energy	0.450	eV

The geometry in XYZ format:
```
40
Properties=species:S:1:pos:R:3:forces:R:3
O -3.7099 -1.6295 1.4746 4.0 0.7 -4.8
C -2.8905 -1.6192 0.4100 -5.3 3.8 5.6
N -2.5646 -0.4145 -0.3334 0.8 -7.6 0.9
C -3.0411 0.7921 -0.1163 -0.1 2.2 -1.7
C -4.0157 1.0279 0.7060 -3.5 5.0 4.7
C -4.4194 2.4550 1.0559 8.0 -6.2 -7.7
C -3.8493 3.3807 0.3847 3.3 7.9 -7.1
C -2.8403 3.1506 -0.8485 -2.0 -0.6 3.8
C -2.5413 1.8230 -0.9761 2.0 1.0 -0.8
H -1.7169 1.4533 -1.6278 -0.7 0.5 0.1
H -2.4010 4.0746 -1.3267 -0.6 -1.6 0.3
H -4.1238 4.6452 0.2358 0.4 -3.9 1.5
H -5.0773 2.6479 1.6286 -8.5 2.0 7.8
H -4.4907 0.5438 1.5094 0.0 -2.3 -0.1
H -2.0533 -0.6523 -1.1759 0.4 0.4 0.2
C -2.4538 -2.9104 -0.0017 6.4 3.1 -4.5
C -0.9099 -3.1797 0.4337 -3.6 7.6 3.0
C -0.0030 -2.1786 -0.2596 2.3 5.0 -4.7
O -0.1182 -1.3143 -1.3521 -0.7 -5.5 5.8
O 1.2217 -2.1774 0.3103 -0.7 -0.8 -1.9
C 2.2416 -1.4498 -0.4893 1.1 3.0 8.5
C 2.1287 0.0879 0.2820 3.3 -1.6 -7.5
H 2.4620 0.1105 1.2508 1.0 -0.3 2.2
H 1.1674 0.4210 0.1710 -2.4 0.9 -0.2
C 3.1761 1.1068 -0.8742 2.4 -1.2 13.7
C 4.7468 0.6344 -0.5431 -10.8 -2.2 5.4
F 5.3914 1.4027 -1.1479 8.0 12.0 -3.9
F 5.0180 -0.3732 -1.2168 0.3 -9.6 -2.1
C 5.1269 0.4528 1.0293 2.5 2.0 -5.1
F 4.9071 -0.7224 1.5331 -0.8 0.1 1.1
F 4.7093 1.5582 1.6487 -0.2 -1.1 1.1
F 6.4976 0.5656 0.8368 -0.3 -0.2 1.6
H 3.0837 1.9950 -0.2384 -0.3 0.6 -1.8
H 2.9102 0.8006 -1.7191 -2.3 -1.3 -7.4
H 2.1303 -1.5164 -1.4832 -0.7 0.0 -3.3
H 3.2557 -1.7501 -0.0894 -1.4 -0.5 -0.8
H -0.5702 -4.0384 0.0780 1.4 -4.4 -0.4
H -0.8927 -2.7759 1.7155 0.4 -2.1 -3.9
H -2.9858 -3.6810 0.2485 -3.4 -3.9 1.8
H -2.5056 -2.7463 -1.1230 0.5 -1.2 0.7
```
Positions in Å, forces in eV/Å.

Mulliken atomic charge list, values in e, 6 entries:
1. O -0.659
2. C 0.485
3. N -0.006
4. C 0.419
5. C 0.164
6. C -1.069

The following is a quantum chemistry calculation of one molecule with the formula C15H16N2O5S2, from the Open Molecules 2025 dataset.

Output
HOMO level	-8.8	eV
SMILES string	CCOC(=O)c1cccc(NC(=O)CNS(=O)(=O)c2cccs2)c1
relative energy (zero: lowest compared OMol25 entry of this formula, charge and spin)	109.12	kJ/mol
orbital gap	0.33163	Eh
LUMO energy	0.233	eV

The geometry in XYZ format:
```
40
Properties=species:S:1:pos:R:3:forces:R:3
C 3.9793 -2.4688 -3.0972 -0.3 0.2 0.1
C 3.0434 -1.2875 -3.3104 0.3 -0.2 -0.5
O 2.0867 -1.1870 -2.2564 0.0 0.2 0.3
C 0.9974 -1.9530 -2.3471 -0.1 -0.2 -0.2
O 0.7614 -2.6835 -3.2796 0.1 0.1 0.1
C 0.0939 -1.7914 -1.1765 -0.3 0.0 0.3
C -1.0947 -2.5154 -1.1604 0.2 0.0 -0.2
C -1.9578 -2.3899 -0.0879 0.0 0.0 0.0
C -1.6455 -1.5417 0.9580 0.2 0.0 0.0
C -0.4572 -0.8119 0.9442 0.1 -0.2 -0.2
N -0.2176 0.0578 2.0105 -0.2 -0.2 0.3
C 0.7904 0.9552 2.1695 -0.1 -0.1 0.3
O 1.7931 1.0192 1.4993 0.3 0.1 -0.1
C 0.5293 1.9033 3.3445 0.5 0.1 -0.3
N -0.8961 2.1181 3.5137 -0.4 0.6 -0.2
S -1.5280 3.3410 2.5193 -0.4 -0.4 0.1
O -2.8244 3.6238 3.0512 -0.1 -0.2 0.1
O -0.5736 4.3974 2.3754 0.2 -0.2 -0.2
C -1.7028 2.5171 0.9713 0.3 0.5 0.3
C -2.7199 1.6932 0.5899 0.0 0.1 0.2
C -2.5441 1.2091 -0.7214 0.1 0.1 -0.1
C -1.4030 1.6812 -1.2956 0.2 0.3 0.3
S -0.5239 2.7269 -0.2576 -0.3 -0.2 -0.2
C 0.4209 -0.9438 -0.1244 0.1 0.0 -0.1
H 3.4176 -3.3989 -3.1372 0.0 -0.1 0.0
H 4.7358 -2.4805 -3.8766 0.1 0.0 -0.1
H 4.4662 -2.3905 -2.1283 0.1 0.0 0.1
H 2.5138 -1.3915 -4.2635 0.1 0.1 0.2
H 3.5900 -0.3427 -3.2862 -0.1 -0.1 0.0
H -1.3187 -3.1666 -1.9907 0.0 -0.1 -0.1
H -2.8797 -2.9509 -0.0653 -0.1 0.0 0.0
H -2.3240 -1.4362 1.7926 -0.1 0.0 0.1
H -0.9790 0.1573 2.6728 0.1 0.1 -0.2
H 0.9518 1.4567 4.2477 -0.1 0.0 0.0
H 1.0525 2.8453 3.1412 0.1 -0.3 0.0
H -1.1645 2.3380 4.4621 -0.1 0.1 0.2
H -3.5537 1.4679 1.2283 -0.2 -0.1 0.1
H -3.2294 0.5422 -1.2110 -0.1 -0.1 -0.1
H -1.0287 1.4692 -2.2771 0.1 0.0 -0.2
H 1.3428 -0.3882 -0.1416 0.0 0.0 0.0
```
Positions in Å, forces in eV/Å.

Mulliken atomic charge list, values in e, 6 entries:
1. C -1.119
2. C -0.292
3. O -0.270
4. C 0.258
5. O -0.642
6. C 0.331

The following is a quantum chemistry calculation of C15H16N3O5RuS as an isolated structure, from the Open Molecules 2025 dataset.

Output
HOMO level (spin up / spin down)	-15.0 / -15.0	eV
relative energy (zero: lowest compared OMol25 entry of this formula, charge and spin)	0.00	kJ/mol
orbital gap (spin up / spin down)	0.25077 / 0.24416	Eh
total charge	+2
2S+1	2
<S²>	0.759
LUMO energy (spin up / spin down)	-8.133 / -8.325	eV

The geometry in XYZ format:
```
41
Properties=species:S:1:pos:R:3:forces:R:3
Ru -0.8558 -0.2864 -0.9681 0.4 0.1 -0.4
O -3.6035 2.7921 -0.6251 0.0 0.0 0.0
C -2.8685 1.7252 -0.6932 -0.2 0.2 0.1
O -1.6422 1.7434 -0.8686 0.0 -0.1 0.1
C -3.6076 0.4405 -0.5758 -0.1 -0.2 0.0
C -4.9605 0.2058 -0.4354 0.1 0.0 0.0
C -5.3848 -1.1268 -0.4288 0.0 -0.1 0.0
C -4.4862 -2.1754 -0.5957 0.0 0.0 0.0
C -3.1431 -1.8632 -0.7402 0.0 0.1 -0.1
N -2.7675 -0.5914 -0.6934 0.3 -0.3 0.2
C -1.9874 -2.8319 -1.0133 -0.2 0.0 0.1
O -2.1890 -4.0092 -0.9957 0.2 0.0 0.0
O -0.8074 -2.2519 -1.2589 -0.3 0.2 -0.1
H -3.0750 3.6050 -0.7186 0.0 0.0 0.0
H -5.6619 1.0233 -0.3452 0.0 0.0 0.0
H -6.4386 -1.3420 -0.3118 0.0 0.0 0.0
H -4.8043 -3.2088 -0.6262 0.0 0.0 0.0
N 0.7620 -2.8677 1.2171 -0.1 0.0 0.0
C 1.0940 -1.5940 1.1380 0.2 -0.2 -0.3
S -0.2294 -0.4056 1.1349 -0.4 0.3 0.3
N 2.3618 -1.2455 1.0776 0.0 -0.1 0.1
C 2.9577 0.0526 1.2120 0.0 0.1 -0.1
C 4.0586 0.3275 0.4120 0.0 0.0 0.0
C 4.6864 1.5575 0.5227 0.0 0.0 0.0
C 4.2093 2.5034 1.4210 0.0 0.0 0.0
C 3.1240 2.2054 2.2334 0.0 0.0 0.0
C 2.5007 0.9686 2.1476 0.0 0.0 0.0
H -0.2030 -3.1444 1.1324 0.0 0.0 0.0
H 1.4515 -3.6074 1.2233 0.0 0.0 0.0
H 3.0302 -2.0016 0.9709 0.0 0.0 0.1
H 4.4248 -0.4150 -0.2877 0.0 0.0 0.0
H 5.5530 1.7737 -0.0871 0.0 0.0 0.0
H 4.7023 3.4616 1.5096 0.0 0.0 0.0
H 2.7796 2.9245 2.9639 0.0 0.0 0.0
H 1.7022 0.7167 2.8326 0.0 0.0 0.0
C 1.6451 1.5083 -1.6529 -0.1 0.0 0.0
O 1.0856 0.1638 -1.7513 0.0 -0.1 0.0
H 1.1303 2.1772 -2.3394 0.0 0.0 0.0
H 2.7062 1.4593 -1.8779 0.0 0.0 0.0
H 1.4996 1.8260 -0.6245 0.0 0.0 0.0
H 1.2505 -0.1934 -2.6340 0.1 -0.1 0.1
```
Positions in Å, forces in eV/Å.

Mulliken atomic charge list, values in e, 6 entries:
1. Ru 0.690
2. O -0.376
3. C 0.622
4. O -0.531
5. C 0.228
6. C -0.429

The following is a quantum chemistry calculation of one molecule with the formula C15H16N4O6S2 in a non-equilibrium geometry, from the Open Molecules 2025 dataset.

Output
HOMO level	-8.1	eV
SMILES string	COC(=O)c1ccccc1S(=O)(=O)NC(=O)Nc1nc(SC)cn(C)c1=O
relative energy (zero: lowest compared OMol25 entry of this formula, charge and spin)	34.65	kJ/mol
orbital gap	0.28221	Eh
LUMO energy	-0.379	eV

The geometry in XYZ format:
```
43
Properties=species:S:1:pos:R:3:forces:R:3
C 3.8762 -1.1461 0.0687 1.1 -0.3 0.4
O 3.5206 -1.1531 -1.3151 -0.7 0.4 -0.8
C 2.2622 -1.5216 -1.6606 -1.4 -2.2 2.2
O 1.5424 -2.2923 -1.0260 1.5 1.3 0.0
C 1.7555 -1.1404 -2.9731 -0.1 0.9 -2.4
C 2.6594 -1.3884 -4.0373 -0.7 0.8 -0.2
C 2.3299 -1.0748 -5.3610 -0.5 -0.2 0.4
C 1.0674 -0.5823 -5.6785 0.7 -0.3 2.0
C 0.1364 -0.3982 -4.6552 -0.6 -0.1 1.1
C 0.4191 -0.6677 -3.2962 2.0 -0.4 0.0
S -0.9453 -0.4178 -2.0913 -4.4 -0.2 -0.2
O -1.8035 -1.6097 -1.9770 2.4 1.0 0.0
O -1.7827 0.7572 -2.4368 2.6 -1.4 0.1
N -0.3306 -0.1395 -0.5207 -0.9 -0.7 -1.3
C 0.0789 1.1424 -0.3967 3.3 1.5 0.3
O 0.9646 1.5629 -1.1315 -0.9 0.2 -0.4
N -0.2456 1.9372 0.6835 -1.0 0.6 1.9
C -0.9084 1.5638 1.8730 -0.6 -2.8 -0.6
N -1.4709 0.3571 1.9127 0.2 1.3 1.0
C -2.1370 -0.0276 3.0964 1.1 1.8 -0.9
S -2.8035 -1.6446 3.2700 -0.4 -0.7 -0.4
C -3.1578 -2.2662 1.5445 1.3 0.3 0.1
C -2.1718 0.8331 4.1635 0.4 -0.4 -0.5
N -1.4471 2.0386 4.2327 -0.7 -1.0 -2.2
C -1.4788 2.9441 5.3953 0.1 0.1 -0.4
C -0.8285 2.4596 3.0469 0.3 1.3 0.8
O -0.2312 3.5334 2.9769 -0.2 -0.5 0.0
H 3.3401 -1.9133 0.6004 -0.3 -0.2 0.2
H 3.6526 -0.1628 0.4868 0.0 -0.1 -0.1
H 4.9794 -1.3628 0.1915 -1.2 0.3 -0.5
H 3.6552 -1.7910 -3.8572 -0.3 0.2 0.3
H 3.0507 -1.2549 -6.1480 0.0 0.0 0.0
H 0.8431 -0.3161 -6.6668 -0.5 0.2 -1.2
H -0.8723 -0.0660 -4.8768 0.1 0.2 -0.1
H -0.9377 -0.4738 0.2211 -0.5 -0.3 0.0
H 0.2228 2.8546 0.6810 -0.3 -0.8 0.1
H -3.8105 -3.1556 1.5632 0.2 0.6 0.4
H -2.1801 -2.5782 1.0891 -1.0 0.4 0.3
H -3.6163 -1.4565 0.9770 0.0 -0.2 -0.1
H -2.7558 0.4995 4.9871 -0.2 0.3 0.9
H -1.5209 4.0008 5.0751 0.1 -0.7 -0.1
H -2.3550 2.7255 6.0026 0.1 -0.2 -0.1
H -0.5655 2.7918 5.9669 0.0 0.1 0.1
```
Positions in Å, forces in eV/Å.

Mulliken atomic charge list, values in e, 6 entries:
1. C -0.703
2. O -0.342
3. C 0.572
4. O -0.567
5. C 0.806
6. C -0.864

The following is a quantum chemistry calculation of a 2-piece molecular cluster, C15H16N6O2 overall in a non-equilibrium geometry, from the Open Molecules 2025 dataset.

Output
HOMO level	-8.4	eV
SMILES string	O=[N+]([O-])c1ccc2nnnn2c1.c1ccc([C@H]2CCCN2)cc1
relative energy (zero: lowest compared OMol25 entry of this formula, charge and spin)	0.63	kJ/mol
orbital gap	0.24659	Eh
LUMO energy	-1.673	eV

The geometry in XYZ format:
```
39
Properties=species:S:1:pos:R:3:forces:R:3
O 0.0278 -2.9966 -2.1392 -1.0 0.8 -2.4
N -0.4031 -2.4799 -3.2090 0.2 -3.4 0.9
O -0.8341 -3.1519 -4.1648 0.7 1.9 1.6
C -0.3596 -1.0517 -3.2479 0.5 1.7 0.8
C -0.9300 -0.2558 -4.2887 -0.1 0.2 -0.1
C -0.8602 1.1181 -4.2381 0.1 -0.3 0.0
C -0.1594 1.7255 -3.1652 0.6 0.5 1.2
N 0.1160 2.9991 -2.8121 0.1 -1.2 0.3
N 0.7840 2.9297 -1.6246 -0.8 -1.9 -0.7
N 0.9172 1.6878 -1.2100 0.1 1.0 -0.8
N 0.3645 0.9027 -2.1793 -0.4 0.3 -0.1
C 0.2668 -0.4657 -2.1662 0.0 0.5 -0.7
H -1.4175 -0.7807 -5.1052 0.0 0.2 0.1
H -1.3044 1.7958 -4.9624 0.1 -0.4 0.0
H 0.7311 -1.0052 -1.3477 -0.1 0.2 -0.1
C 3.6608 0.3022 2.0998 -0.2 0.0 0.0
C 3.2520 -0.9598 1.6509 -0.1 0.2 0.0
C 1.8975 -1.2094 1.4222 -0.1 0.5 0.1
C 0.9605 -0.1931 1.6429 -0.2 -0.2 0.2
C -0.5191 -0.4873 1.4767 0.0 -0.8 -0.3
C -1.2754 -0.8775 2.7827 0.2 0.3 -0.2
C -2.6787 -0.2414 2.6462 0.1 0.1 0.1
C -2.6462 0.5922 1.3440 -0.4 -0.3 -0.2
N -1.2516 0.6327 0.9885 0.0 1.1 0.3
C 1.3631 1.0666 2.0847 0.5 0.0 0.2
C 2.7182 1.3146 2.3314 -0.2 -0.4 -0.2
H 4.7190 0.4929 2.2776 -0.3 0.0 0.0
H 3.9791 -1.7565 1.4808 -0.1 0.3 0.1
H 1.5409 -2.1829 1.0736 0.2 0.2 0.1
H -0.6094 -1.3474 0.7820 0.1 -0.1 0.1
H -1.3124 -1.9658 2.8847 0.0 0.2 0.1
H -0.7581 -0.4626 3.6563 0.0 -0.1 -0.2
H -3.4609 -1.0064 2.6162 0.1 0.2 0.0
H -2.8719 0.4235 3.4946 -0.1 -0.2 -0.1
H -3.2675 0.0947 0.5749 0.1 0.1 0.1
H -3.0438 1.6059 1.4928 0.1 -0.2 -0.1
H -0.9724 1.0581 0.1184 -0.1 -0.1 0.1
H 0.6072 1.8427 2.2366 0.3 -0.3 -0.1
H 3.0295 2.2926 2.7019 0.0 -0.3 -0.2
```
Positions in Å, forces in eV/Å.

Mulliken atomic charge list, values in e, 6 entries:
1. O -0.569
2. N 0.978
3. O -0.580
4. C -0.116
5. C -0.409
6. C -0.659